The following is a DFT calculation (wB97M-V/def2-TZVPD) of 2 unconnected molecules or ions with the total composition C2H3I3Si in a non-equilibrium geometry.

The LUMO energy (spin up / spin down) comes out at -2.01 / -2.81 eV. As for the gap between HOMO and LUMO (spin up / spin down): 0.2603 / 0.1862 hartree. The value obtained for the energy above the lowest of the compared OMol25 structures with the same formula, charge and spin is 286.8 kJ/mol. The value obtained for the molar mass is 435.8 g mol⁻¹. The calculation puts the total energy at -1260.55643 a.u.

Last column: natural (NBO) charge in e.
Atoms and positions in Å:
C -0.7735 -1.2672 0.6180  -0.26
C -0.5055 0.0357 0.5436  -0.74
Si 1.0310 0.7651 -0.2537  0.88
I 1.8223 2.8966 0.6436  -0.10
I 2.7969 -0.8647 -0.6329  -0.11
I -1.3340 1.6067 -3.2648  -0.29
H -1.4718 -1.7347 1.1347  0.19
H -0.2696 -1.9858 0.1116  0.18
H -1.2957 0.5483 1.0999  0.25

The following is a DFT calculation (wB97M-V/def2-TZVPD) of a molecular structure, C10H6AlN2O5 in a non-equilibrium geometry.

The LUMO energy comes out at -13.71 eV. As for the gap between HOMO and LUMO: 0.2159 hartree. As for the charge: +3. The value obtained for the molar mass is 261.1 g mol⁻¹. The calculation puts the total energy at -1111.68211 a.u.

Last column: natural (NBO) charge in e.
Atoms and positions in Å:
O 0.0039 0.0049 -7.0615  -0.39
C 0.0006 0.0072 -5.9222  0.41
Al 0.0008 0.0091 -1.4563  1.26
O 1.9613 -2.5352 -2.2096  -0.18
C 1.2691 -1.6220 -2.0218  0.52
C -1.2667 1.6375 -2.0237  0.52
O -1.9564 2.5410 -2.2010  -0.18
C -1.6146 -1.2743 -2.0367  0.52
O -2.5062 -1.9997 -2.2116  -0.18
C 1.6188 1.2826 -2.0247  0.52
O 2.5086 2.0087 -2.2082  -0.18
N 0.0007 0.0054 4.4469  -0.64
C -0.0020 -0.0006 3.1100  0.29
C -0.1110 -1.2118 2.4170  -0.23
C -0.1049 -1.1962 1.0443  0.05
N -0.0083 0.0029 0.4023  -0.80
C 0.1002 1.1898 1.0481  0.05
C 0.1079 1.2266 2.4109  -0.22
H -0.0825 -0.9062 4.8953  0.44
H 0.0789 0.8678 4.8890  0.43
H -0.1929 -2.1445 2.9381  0.28
H -0.1727 -2.0771 0.4084  0.22
H 0.1759 2.0703 0.4258  0.22
H 0.1916 2.1137 2.9411  0.27

The following is a DFT calculation (wB97M-V/def2-TZVPD) of 2 unconnected molecules or ions with the total composition H5NS2 in a non-equilibrium geometry.

The LUMO energy comes out at 0.19 eV. As for the gap between HOMO and LUMO: 0.3259 hartree. The value obtained for the energy above the lowest of the compared OMol25 structures with the same formula, charge and spin is 30.9 kJ/mol. As for the SMILES: SS.N. The value obtained for the molar mass is 83.2 g mol⁻¹. The calculation puts the total energy at -854.10192 a.u.

Last column: natural (NBO) charge in e.
Atoms and positions in Å:
N 1.5598 -0.5159 2.4259  -1.06
H 1.6308 0.3349 1.8960  0.35
H 1.1083 -1.2292 1.8530  0.36
H 2.5339 -0.8429 2.3992  0.35
S -1.0231 0.0649 0.1821  -0.13
S 0.0647 0.2463 -1.5980  -0.14
H -1.8832 -0.7431 -0.4788  0.14
H 0.8598 1.2268 -1.1317  0.13

The following is a DFT calculation (wB97M-V/def2-TZVPD) of 5 unconnected molecules or ions with the total composition C28H61ClN3O3 in a non-equilibrium geometry.

The LUMO energy comes out at -2.07 eV. As for the gap between HOMO and LUMO: 0.2147 hartree. The value obtained for the energy above the lowest of the compared OMol25 structures with the same formula, charge and spin is 0.0 kJ/mol. As for the charge: +1. The value obtained for the molar mass is 523.3 g mol⁻¹. The calculation puts the total energy at -1953.37588 a.u.

Last column: Mulliken charge in e.
Atoms and positions in Å:
C -4.1618 -0.0023 -0.8148  -1.58
C -3.0100 -0.9853 -0.9146  0.16
C -3.2745 -2.0397 -1.9768  -0.86
N -2.1323 -3.0539 -2.1517  0.15
C -0.9090 -2.3564 -2.7197  -0.11
C -1.1893 -1.8194 -4.1444  -0.40
C -1.5935 -3.0033 -5.0068  -0.84
C -2.8499 -3.6592 -4.4894  -0.58
C -2.6975 -4.1503 -3.0435  -0.56
C -1.7753 -3.6910 -0.8196  -1.09
H -3.8935 0.8747 -0.2313  0.35
H -5.0524 -0.4874 -0.4073  0.39
H -4.5136 0.3256 -1.7978  0.42
H -2.8372 -1.4109 0.0774  0.26
H -2.0725 -0.4340 -1.0382  0.10
H -3.4474 -1.5755 -2.9438  0.35
H -4.1185 -2.7149 -1.8349  0.50
H -0.5389 -1.5396 -2.1047  -0.34
H -0.1300 -3.1191 -2.7097  0.48
H -2.0003 -1.1044 -4.2968  0.31
H -0.3503 -1.2995 -4.6090  0.28
H -1.7375 -2.6974 -6.0487  0.44
H -0.7956 -3.7351 -5.1730  0.29
H -3.7604 -3.0656 -4.6036  0.28
H -3.1262 -4.5217 -5.1027  0.45
H -3.6663 -4.5600 -2.7606  0.38
H -2.0041 -4.9903 -2.9860  0.41
H -1.0412 -4.4502 -1.0769  0.48
H -2.6854 -4.1325 -0.4248  0.35
H -1.3453 -2.8592 -0.2640  0.45
C 5.5554 -1.3483 -6.0809  -1.43
C 4.4209 -0.5899 -5.4076  -0.18
C 4.8185 -0.2357 -3.9843  -0.87
N 3.6470 0.1917 -3.0927  0.34
C 4.3043 0.4414 -1.7144  -0.47
C 5.0748 1.7631 -1.7093  -0.70
C 4.3168 2.9259 -2.3440  -0.72
C 3.8139 2.6343 -3.7466  -0.73
C 2.9555 1.3668 -3.6877  -0.68
C 2.6649 -0.9092 -2.8553  -0.95
H 6.4782 -0.7769 -5.9569  0.36
H 5.3546 -1.5338 -7.1342  0.39
H 5.7919 -2.3233 -5.6490  0.36
H 3.4813 -1.1387 -5.4835  0.18
H 4.2681 0.3409 -5.9606  0.32
H 5.5156 0.5932 -3.9566  0.60
H 5.1293 -1.1655 -3.5090  0.32
H 4.8577 -0.4270 -1.3702  0.46
H 3.4473 0.5707 -1.0478  0.33
H 6.0760 1.6296 -2.1240  0.32
H 5.2552 2.0327 -0.6674  0.47
H 4.9405 3.8212 -2.3218  0.38
H 3.4593 3.2262 -1.7351  0.32
H 4.6172 2.5930 -4.4868  0.27
H 3.1482 3.4073 -4.1337  0.41
H 2.5914 1.1160 -4.6817  0.44
H 2.1136 1.6312 -3.0460  0.50
H 1.9266 -0.6016 -2.1204  0.19
H 3.1495 -1.7698 -2.3966  0.39
H 2.1439 -1.1729 -3.7732  0.29
C -0.5694 1.2866 8.5018  -1.40
C -1.0772 2.2411 7.3911  -0.45
C -1.9213 1.4886 6.3824  -0.12
N -2.6049 2.3585 5.3495  0.14
C -1.6219 3.2593 4.5956  -1.07
C -0.6352 2.3887 3.8546  -0.09
C -1.3355 1.5206 2.8260  -0.16
C -2.4200 0.6716 3.4617  -0.06
C -3.3594 1.4577 4.3495  -0.85
C -3.6482 3.2455 5.9759  -1.04
H 0.0537 1.8436 9.2006  0.41
H 0.0964 0.5329 8.0795  0.31
H -1.4061 0.8289 9.0274  0.35
H -0.1563 2.6810 7.0021  0.32
H -1.5374 3.0933 7.8971  0.31
H -2.7326 0.8738 6.7772  0.43
H -1.3044 0.7687 5.8443  -0.10
H -1.1503 3.8957 5.3420  0.44
H -2.2889 3.8670 3.9819  0.57
H -0.1495 1.7744 4.6184  -0.03
H 0.2000 2.9316 3.4131  0.49
H -0.5998 1.0374 2.2115  -0.35
H -1.8784 2.2485 2.2038  0.45
H -2.0312 -0.1945 4.0065  0.16
H -2.9613 0.2292 2.6210  0.26
H -4.1207 0.8861 4.8744  0.44
H -3.8614 2.1951 3.7160  0.38
H -3.1906 3.9229 6.6918  0.39
H -4.3678 2.5565 6.4093  0.37
H -4.0879 3.8836 5.2125  0.43
Cl 0.5966 -0.2810 0.2520  -0.83
O 1.3545 -0.1672 3.5070  -0.37
C 0.6518 -0.8090 4.4882  0.77
O 0.8683 -0.5188 5.6867  -0.74
O -0.2414 -1.6315 4.1185  -0.78
H 0.8301 -0.4012 2.7242  0.18

The following is a DFT calculation (wB97M-V/def2-TZVPD) of 2 unconnected molecules or ions with the total composition C4H10N2O.

The LUMO energy comes out at 0.79 eV. As for the gap between HOMO and LUMO: 0.3547 hartree. The value obtained for the energy above the lowest of the compared OMol25 structures with the same formula, charge and spin is 109.0 kJ/mol. As for the SMILES: CC(N)=O.C=CN. The value obtained for the molar mass is 102.1 g mol⁻¹. The calculation puts the total energy at -343.15995 a.u.

Last column: natural (NBO) charge in e.
Atoms and positions in Å:
C 1.0213 -1.6501 -0.1116  -0.72
C 1.1022 -1.3798 1.3700  0.67
N -0.0839 -1.0227 1.9554  -0.84
O 2.1308 -1.4599 2.0055  -0.61
H 0.2133 -2.3317 -0.3649  0.23
H 1.9726 -2.0398 -0.4613  0.24
H 0.8277 -0.6925 -0.5976  0.22
H -0.0119 -0.6815 2.9032  0.40
H -0.8739 -0.7446 1.3995  0.40
C -1.9295 1.1644 -0.9964  -0.53
C -0.7854 1.7275 -0.6192  0.00
N 0.3459 1.8930 -1.4250  -0.81
H -2.0366 0.6762 -1.9547  0.19
H -2.7683 1.1583 -0.3188  0.21
H -0.7317 2.2618 0.3207  0.19
H 0.3933 1.2405 -2.1953  0.37
H 1.2141 1.8811 -0.9096  0.38

- The highest molar mass belongs to which entry?
  C28H61ClN3O3